No. 1
Formula: C5H17N2O2
Source: the OMol25 dataset
Level of theory: ωB97M-V/def2-TZVPD

Last column: Mulliken charge in e.
CARTESIAN COORDINATES (ANGSTROEM)
1 C -0.57 -1.76 0.06  -0.3355
2 C -0.91 -1.05 -1.22  -1.0336
3 C -0.44 0.39 -1.27  0.9524
4 C -1.23 1.45 -1.12  -1.2687
5 C 1.79 -0.28 -2.20  -1.0735
6 N 0.72 0.69 -1.88  -0.2502
7 N -0.97 -0.96 1.26  -0.2322
8 H 0.50 -2.03 0.17  0.2645
9 H -1.21 -2.59 0.06  0.3800
10 H -0.38 -1.61 -2.09  0.3617
11 H -2.01 -1.07 -1.44  0.3909
12 H -0.80 2.41 -1.14  0.3501
13 H -2.26 1.17 -0.86  0.2620
14 H 1.68 -1.38 -2.04  0.2843
15 H 2.80 0.08 -2.09  0.3609
16 H 1.74 -0.33 -3.33  0.4002
17 H 0.96 1.60 -2.24  0.2165
18 H -1.75 -0.42 1.13  0.3290
19 H -1.36 -1.61 2.00  0.4062
20 H -0.25 -0.40 1.74  0.3200
21 H -0.66 1.15 3.27  0.3265
22 H 0.58 0.44 3.53  0.3046
23 O -0.31 0.26 3.33  -0.6870
24 H 1.58 1.11 0.72  0.2121
25 H 1.60 2.02 1.89  0.3358
26 O 1.45 1.10 1.62  -0.5771

Calculated values
Strongest force on any atom (eV/Å): 4.09
Total energy (Eh): -460.38796
Highest occupied orbital energy (Eh): -0.41108
Net charge: +1
Kohn-Sham gap (eV): 8.256
Energy above the lowest of the compared OMol25 structures with the same formula, charge and spin (kcal per mole): 65.4
LUMO level (eV): -2.930

***

No. 2
Formula: C5H17N2OS
Source: the OMol25 dataset
Level of theory: ωB97M-V/def2-TZVPD

Last column: Mulliken charge in e.
CARTESIAN COORDINATES (ANGSTROEM)
1 C 1.49 0.36 0.83  -0.7744
2 N 1.01 0.82 -0.54  -0.3640
3 C 0.17 2.12 -0.61  -0.7853
4 C -0.98 2.01 -1.68  -0.5202
5 S -2.38 1.10 -0.96  -0.2794
6 C 0.39 -0.63 1.51  0.3514
7 N -0.56 -1.25 0.50  -0.2408
8 C 1.11 -1.72 2.29  -1.3203
9 H 1.63 1.33 1.51  0.2810
10 H 2.55 -0.16 0.73  0.4472
11 H 1.80 0.86 -1.25  0.2657
12 H 0.79 2.94 -0.85  0.4430
13 H -0.15 2.30 0.40  0.3886
14 H -0.57 1.77 -2.66  0.3444
15 H -1.42 3.01 -1.72  0.3646
16 H -3.41 1.88 -0.45  0.1752
17 H -0.27 -0.10 2.20  0.3302
18 H -0.48 -0.77 -0.40  -0.0472
19 H -0.28 -2.36 0.44  0.3998
20 H -1.63 -1.24 0.93  0.4320
21 H 2.22 -1.58 2.53  0.3299
22 H 0.62 -1.92 3.14  0.4004
23 H 1.08 -2.58 1.62  0.3729
24 H -1.65 -1.91 -2.75  0.3456
25 H -0.16 -1.81 -2.44  0.3353
26 O -0.94 -2.49 -2.31  -0.6759

Calculated values
Strongest force on any atom (eV/Å): 4.72
Total energy (Eh): -783.31453
Highest occupied orbital energy (Eh): -0.46805
Net charge: +1
Kohn-Sham gap (eV): 9.674
Energy above the lowest of the compared OMol25 structures with the same formula, charge and spin (kcal per mole): 66.9
LUMO level (eV): -3.063

***

No. 3
Formula: C5H17N2Si
Source: the OMol25 dataset
Level of theory: ωB97M-V/def2-TZVPD

Last column: Mulliken charge in e.
CARTESIAN COORDINATES (ANGSTROEM)
1 C -0.66 0.80 2.07  -1.1349
2 C 0.85 -1.92 2.08  -1.1673
3 C -1.73 -1.31 -0.01  -0.8626
4 C 0.69 0.06 -2.10  -0.5992
5 C 1.07 0.48 -0.63  -0.6760
6 N -0.38 1.01 -2.47  -0.5094
7 N 1.01 1.91 -0.70  -0.1923
8 Si -0.26 -0.76 1.09  0.6333
9 H -1.10 0.86 3.12  0.3751
10 H 0.29 1.22 2.26  0.3703
11 H -1.32 1.59 1.51  0.3104
12 H 1.86 -2.08 1.81  0.3982
13 H 0.96 -1.72 3.15  0.3889
14 H 0.40 -2.93 1.99  0.3402
15 H -2.11 -0.35 -0.63  0.1090
16 H -1.32 -2.15 -0.75  0.2530
17 H -2.41 -1.61 0.73  0.4473
18 H 1.54 0.26 -2.82  0.3573
19 H 0.27 -0.91 -2.10  0.2926
20 H 1.99 0.02 -0.30  0.3951
21 H -1.26 0.58 -2.08  0.1256
22 H -0.60 1.03 -3.45  0.2742
23 H 1.91 2.30 -0.95  0.3286
24 H 0.32 2.00 -1.62  0.4733
25 H 0.65 2.33 0.14  0.2693

Calculated values
Strongest force on any atom (eV/Å): 4.09
Total energy (Eh): -599.40666
Highest occupied orbital energy (Eh): -0.46546
Net charge: +1
Kohn-Sham gap (eV): 10.009
Energy above the lowest of the compared OMol25 structures with the same formula, charge and spin (kcal per mole): 46.6
LUMO level (eV): -2.656

***

No. 4
Formula: C5H17N3
Source: the OMol25 dataset
Level of theory: ωB97M-V/def2-TZVPD

Last column: Mulliken charge in e.
CARTESIAN COORDINATES (ANGSTROEM)
1 C -1.87 0.58 -0.23  1.2124
2 C -3.28 0.81 0.32  -1.6059
3 C -1.88 -0.30 -1.47  -1.4472
4 N -1.05 -0.20 1.01  -0.5124
5 N -1.07 1.74 -0.21  -0.9822
6 H -0.52 1.83 -1.06  0.2072
7 H -0.58 0.86 1.00  0.4524
8 H -0.34 -0.84 0.62  0.3069
9 H -1.54 -0.59 1.81  0.2783
10 H -0.87 -0.50 -1.82  0.2922
11 H -2.38 -1.25 -1.29  0.3409
12 H -3.78 -0.13 0.56  0.3495
13 H -3.23 1.43 1.21  0.4113
14 H -3.86 1.34 -0.43  0.3566
15 H -2.41 0.22 -2.27  0.3944
16 C 2.56 -0.78 0.73  -0.4178
17 C 3.88 -0.15 0.31  -1.1107
18 N 1.53 -0.82 -0.31  -0.5032
19 H 1.31 0.12 -0.62  0.1865
20 H 1.85 -1.35 -1.11  0.2114
21 H 2.72 -1.80 1.08  0.3556
22 H 2.14 -0.23 1.58  0.2667
23 H 4.33 -0.71 -0.52  0.2971
24 H 4.60 -0.16 1.14  0.3457
25 H 3.74 0.88 -0.01  0.3146

Calculated values
Strongest force on any atom (eV/Å): 0.95
Total energy (Eh): -364.88505
Highest occupied orbital energy (Eh): -0.26565
Net charge: 0
Kohn-Sham gap (eV): 8.143
Energy above the lowest of the compared OMol25 structures with the same formula, charge and spin (kcal per mole): 40.0
LUMO level (eV): 0.914

***

No. 5
Formula: C5H17N3
Source: the OMol25 dataset
Level of theory: ωB97M-V/def2-TZVPD

Last column: Mulliken charge in e.
CARTESIAN COORDINATES (ANGSTROEM)
1 C 0.80 1.52 -0.50  -0.3703
2 C 0.52 -0.67 0.85  0.2299
3 C 1.31 -0.16 2.04  -1.5698
4 C 1.37 -1.52 -0.08  -1.0695
5 N 0.36 2.46 0.40  -0.3845
6 N 0.14 1.38 -1.64  -0.7650
7 H 1.83 1.21 -0.37  0.5021
8 H -0.27 -1.32 1.26  0.3296
9 H 0.65 2.34 1.35  0.2506
10 H -0.60 2.76 0.28  0.2797
11 H 0.65 0.81 -2.29  0.2511
12 H -1.10 0.82 -1.25  0.6012
13 H 2.15 0.48 1.74  0.2772
14 H 0.68 0.42 2.73  0.3032
15 H 2.18 -0.94 -0.53  0.1899
16 H 0.78 -1.93 -0.91  0.1635
17 H 1.85 -2.37 0.42  0.4151
18 H 1.77 -0.96 2.64  0.4228
19 C -2.36 -1.02 -1.27  -0.8479
20 N -1.81 0.14 -0.56  -0.3507
21 H -2.54 0.67 -0.08  0.2533
22 H -0.90 -0.15 0.11  -0.0477
23 H -3.10 -0.72 -2.01  0.3599
24 H -2.80 -1.74 -0.57  0.3098
25 H -1.54 -1.52 -1.78  0.2667

Calculated values
Strongest force on any atom (eV/Å): 1.01
Total energy (Eh): -364.84427
Highest occupied orbital energy (Eh): -0.22823
Net charge: 0
Kohn-Sham gap (eV): 7.097
Energy above the lowest of the compared OMol25 structures with the same formula, charge and spin (kcal per mole): 65.6
LUMO level (eV): 0.886

***

No. 6
Formula: C5H17N4
Source: the OMol25 dataset
Level of theory: ωB97M-V/def2-TZVPD

Last column: Mulliken charge in e.
CARTESIAN COORDINATES (ANGSTROEM)
1 C 3.26 -0.63 0.83  -0.8534
2 C 2.99 1.43 -0.49  -0.9837
3 C -3.16 -0.88 0.56  -0.7776
4 C -2.93 1.57 -0.60  -0.8461
5 C 1.07 0.19 0.37  0.4251
6 N -0.05 0.44 0.60  -0.4867
7 N 0.85 -1.86 -0.82  -0.7362
8 N 2.32 0.28 0.18  0.0568
9 N -2.71 0.51 0.50  -0.1841
10 H 3.38 -1.67 0.28  0.2111
11 H 4.32 -0.26 1.02  0.3391
12 H 2.74 -0.93 1.78  0.3151
13 H 3.23 1.08 -1.53  0.3102
14 H 2.39 2.23 -0.67  0.4365
15 H 3.90 1.81 0.24  0.2961
16 H -4.14 -0.92 1.18  0.3144
17 H -3.36 -1.07 -0.51  0.2901
18 H -2.38 -1.43 1.08  0.3026
19 H -4.05 1.77 -0.79  0.3528
20 H -2.43 2.43 -0.44  0.3712
21 H -2.70 1.12 -1.61  0.3062
22 H -1.50 0.37 0.68  0.4737
23 H -2.96 0.93 1.36  0.3397
24 H 1.36 -2.73 -0.95  0.2582
25 H -0.03 -2.33 -0.52  0.2095
26 H 0.58 -1.45 -1.75  0.2593

Calculated values
Strongest force on any atom (eV/Å): 6.28
Total energy (Eh): -419.39020
Highest occupied orbital energy (Eh): -0.46399
Net charge: +1
Kohn-Sham gap (eV): 10.186
Energy above the lowest of the compared OMol25 structures with the same formula, charge and spin (kcal per mole): 26.5
LUMO level (eV): -2.439

***

No. 7
Formula: C5H17N4P
Source: the OMol25 dataset
Level of theory: ωB97M-V/def2-TZVPD

Last column: Mulliken charge in e.
CARTESIAN COORDINATES (ANGSTROEM)
1 C -2.63 1.62 1.15  -0.7966
2 C 2.38 1.90 0.09  -0.8473
3 C 2.78 -0.43 0.34  -0.7911
4 C -0.64 -2.23 -1.13  -0.8598
5 C -0.97 -1.57 1.17  -0.8642
6 N -2.02 1.44 -0.13  -0.4315
7 N -1.00 0.46 -2.26  -0.6426
8 N 2.17 0.59 -0.44  -0.1773
9 N -1.17 -1.23 -0.23  0.0276
10 P -0.91 0.43 -0.59  0.4220
11 H -3.33 2.45 1.05  0.2879
12 H -1.91 1.88 1.93  0.2804
13 H -3.18 0.74 1.48  0.2866
14 H 2.30 1.96 1.19  0.3073
15 H 3.39 2.25 -0.19  0.3525
16 H 1.65 2.59 -0.36  0.2702
17 H 2.44 -1.40 0.00  0.1949
18 H 3.88 -0.38 0.20  0.3522
19 H 2.60 -0.33 1.43  0.3006
20 H -0.92 -1.97 -2.15  0.3412
21 H 0.45 -2.32 -1.07  0.2332
22 H -1.08 -3.20 -0.87  0.3256
23 H -1.28 -0.73 1.79  0.2737
24 H -1.57 -2.44 1.42  0.3226
25 H 0.08 -1.80 1.39  0.2749
26 H -1.45 1.33 -2.53  0.2876
27 H -0.08 0.39 -2.68  0.2692

Calculated values
Strongest force on any atom (eV/Å): 0.69
Total energy (Eh): -760.96687
Highest occupied orbital energy (spin up / spin down) (Eh): -0.30031 / -0.25331
Net charge: 0
Kohn-Sham gap (spin up / spin down) (eV): 8.064 / 6.897
Energy above the lowest of the compared OMol25 structures with the same formula, charge and spin (kcal per mole): 40.3
LUMO level (spin up / spin down) (eV): -0.108 / 0.004

***

No. 8
Formula: C5H17NO2
Source: the OMol25 dataset
Level of theory: ωB97M-V/def2-TZVPD

Last column: Mulliken spin population.
CARTESIAN COORDINATES (ANGSTROEM)
1 C 2.00 0.12 -1.32  1.1782
2 C 1.10 1.41 -0.94  -0.1482
3 C -0.04 0.90 -0.03  0.1263
4 C -1.44 0.91 -0.67  0.5628
5 N -2.27 2.11 -0.27  -0.0308
6 C -1.84 3.24 -1.08  0.0607
7 H 2.35 -0.45 -0.41  -0.3270
8 H 2.80 0.43 -2.04  -0.1457
9 H 1.54 -0.68 -1.77  -0.3199
10 H 1.84 2.08 -0.18  -0.0453
11 H 0.58 2.06 -1.72  -0.0053
12 H 0.28 -0.13 0.31  0.2791
13 H -0.04 1.57 0.86  -0.1546
14 H -1.55 0.88 -1.79  0.0476
15 H -1.92 0.03 -0.41  -0.6290
16 H -2.14 2.42 0.75  0.0045
17 H -1.80 2.84 -2.10  0.0003
18 H -2.90 3.88 -0.91  -0.0147
19 H -1.01 3.78 -0.71  -0.0108
20 H 2.40 -5.25 0.20  -0.2464
21 H 1.06 -4.82 0.62  -0.1244
22 O 1.70 -5.59 0.70  0.7493
23 H -0.51 -3.17 4.46  -0.2012
24 H -0.17 -4.74 4.32  -0.1380
25 O 0.01 -3.84 4.12  0.5326

Calculated values
Multiplicity: 2
Strongest force on any atom (eV/Å): 5.37
Total energy (Eh): -405.78327
Highest occupied orbital energy (spin up / spin down) (Eh): 0.03982 / -0.22576
Net charge: -1
Kohn-Sham gap (spin up / spin down) (eV): 2.214 / 9.370
Energy above the lowest of the compared OMol25 structures with the same formula, charge and spin (kcal per mole): 76.5
LUMO level (spin up / spin down) (eV): 3.297 / 3.227